(1)
A molecular structure, C30H26AsBFeN8S. Source: the OMol25 dataset; level of theory: the ωB97M-V functional and the def2-TZVPD basis.

Element x y z (Å)
Fe1 -0.437 -0.049 -1.517
C1 1.734 -3.455 0.073
C2 0.510 -2.879 -0.245
N1 0.693 -1.663 -0.825
N2 2.036 -1.459 -0.845
C3 2.641 -2.545 -0.390
B1 2.639 -0.325 -1.708
N3 2.142 0.958 -1.037
C4 2.961 1.857 -0.513
C5 2.213 2.996 -0.200
C6 0.909 2.645 -0.587
N4 0.836 1.439 -1.121
N5 1.999 -0.408 -3.194
C7 2.585 -0.220 -4.395
C8 1.669 -0.022 -5.345
C9 0.431 -0.009 -4.622
N6 0.653 -0.247 -3.341
N7 4.247 -0.353 -1.797
C10 5.108 0.241 -2.683
C11 6.298 0.220 -2.084
C12 6.149 -0.414 -0.823
N8 4.918 -0.784 -0.704
H1 1.915 -4.364 0.680
H2 -0.487 -3.242 -0.073
H3 3.702 -2.506 -0.315
H4 4.040 1.648 -0.398
H5 2.568 3.829 0.353
H6 0.042 3.257 -0.568
H7 3.626 -0.446 -4.470
H8 1.931 0.142 -6.384
H9 -0.559 0.133 -4.975
H10 4.861 0.802 -3.542
H11 7.228 0.634 -2.523
H12 6.888 -0.537 -0.075
S1 -2.341 0.453 -2.344
C13 -3.658 0.556 -1.096
C14 -4.868 1.093 -1.613
C15 -5.962 1.216 -0.819
C16 -5.918 0.740 0.466
C17 -4.785 0.079 0.922
C18 -3.635 0.103 0.187
As1 -1.837 -0.368 0.757
C19 -1.426 1.235 1.768
C20 -2.344 2.239 1.998
C21 -1.945 3.370 2.717
C22 -0.622 3.455 3.152
C23 0.304 2.452 2.938
C24 -0.089 1.384 2.175
C25 -2.012 -1.653 2.120
C26 -1.561 -1.336 3.385
C27 -1.551 -2.252 4.412
C28 -1.953 -3.588 4.164
C29 -2.450 -3.896 2.861
C30 -2.382 -2.952 1.761
H13 -4.909 1.457 -2.624
H14 -6.879 1.706 -1.132
H15 -6.731 0.817 1.190
H16 -4.830 -0.278 1.947
H17 -3.368 2.146 1.604
H18 -2.620 4.190 2.943
H19 -0.188 4.274 3.638
H20 1.289 2.614 3.289
H21 0.650 0.699 1.807
H22 -1.179 -0.371 3.674
H23 -1.191 -1.981 5.419
H24 -1.953 -4.297 4.988
H25 -2.876 -4.904 2.758
H26 -2.871 -3.273 0.781

Spin multiplicity: 6
E_LUMO (alpha / beta) in Eh: -0.0698 / -0.1563
Charge: +1
Energy relative to the best compared isomer or geometry (same formula, charge and spin) in kcal per mole: 22.6
<S²>: 8.771

These are the Mulliken partial charges, in e, on atoms 1 to 6: Fe -0.31; C -1.18; C -0.40; N -0.29; N 0.71; C -0.07

(2)
3 unconnected molecules or ions with the total composition C10H22F5NO4S. Source: the OMol25 dataset; level of theory: the ωB97M-V functional and the def2-TZVPD basis.

Element x y z (Å)
O1 0.970 2.041 -1.730
S1 -0.156 1.293 -2.154
O2 -0.522 0.354 -1.140
F1 0.212 0.604 -3.512
N1 -1.356 2.395 -2.535
C1 -2.621 2.190 -1.854
F2 -3.413 3.221 -2.253
F3 -2.477 2.362 -0.527
C2 -3.404 0.880 -2.186
F4 -3.455 0.111 -1.074
F5 -2.886 0.171 -3.203
H1 -1.010 3.308 -2.229
H2 -4.450 1.123 -2.422
C3 -0.753 -3.251 -1.780
C4 -1.943 -2.934 -0.907
O3 -2.737 -4.068 -0.596
C5 -2.095 -5.093 0.138
C6 -1.613 -4.649 1.509
H3 -1.058 -3.811 -2.665
H4 -0.266 -2.326 -2.091
H5 -0.009 -3.854 -1.255
H6 -2.593 -2.244 -1.444
H7 -1.636 -2.420 0.011
H8 -1.274 -5.525 -0.445
H9 -2.837 -5.884 0.262
H10 -0.793 -3.933 1.434
H11 -1.256 -5.506 2.083
H12 -2.421 -4.165 2.061
C7 4.621 3.512 2.888
C8 3.225 3.881 2.413
O4 2.932 3.423 1.107
C9 2.951 2.017 0.920
C10 1.922 1.280 1.760
H13 5.369 3.811 2.152
H14 4.842 4.005 3.836
H15 4.722 2.437 3.042
H16 3.140 4.968 2.376
H17 2.466 3.532 3.122
H18 3.958 1.621 1.096
H19 2.731 1.848 -0.132
H20 2.160 1.329 2.824
H21 1.883 0.227 1.476
H22 0.932 1.719 1.625

Spin multiplicity: 1
E_LUMO in Eh: 0.0137
SMILES: O=S(=O)(F)NC(F)(F)C(F)F.CCOCC.CCOCC

These are the Mulliken partial charges, in e, on atoms 1 to 6: O -0.63; S 1.28; O -0.42; F -0.23; N -0.44; C 0.66

(3)
A molecular structure, C2HBr3Cl2. Source: the OMol25 dataset; level of theory: the ωB97M-V functional and the def2-TZVPD basis.

Element x y z (Å)
C1 -0.640 -0.141 -0.160
C2 -0.001 -2.692 -0.141
Cl1 -1.984 -0.180 0.881
Cl2 -1.159 -0.052 -1.798
Br1 -0.610 -3.233 -1.837
Br2 1.856 -2.704 -0.049
Br3 -0.955 -3.363 1.326
H1 0.153 0.462 0.015

Spin multiplicity: 1
E_LUMO (alpha / beta) in Eh: -0.0254 / -0.0374
Energy relative to the best compared isomer or geometry (same formula, charge and spin) in kcal per mole: 47.9

These are the Mulliken partial charges, in e, on atoms 1 to 6: C -0.11; C -0.18; Cl -0.09; Cl -0.11; Br 0.04; Br 0.02

(4)
A molecular structure, C2HFO2Yb. Source: the OMol25 dataset; level of theory: the ωB97M-V functional and the def2-TZVPD basis.

Element x y z (Å)
O1 1.234 1.589 -0.414
C1 -0.414 0.262 0.728
C2 0.300 0.874 -0.377
O2 0.044 -0.447 -0.595
Yb1 0.152 -2.367 -1.948
F1 0.185 -0.222 1.784
H1 -1.502 0.311 0.822

Spin multiplicity: 1
E_LUMO in Eh: -0.4035
Charge: +2

These are the Mulliken partial charges, in e, on atoms 1 to 6: O -0.26; C 0.05; C 0.53; O -0.37; Yb 1.79; F -0.12

(5)
2 unconnected molecules or ions with the total composition C5H14NO. Source: the OMol25 dataset; level of theory: the ωB97M-V functional and the def2-TZVPD basis.

Element x y z (Å)
C1 -1.834 -0.704 2.132
C2 -0.642 -1.565 1.657
C3 -0.264 -1.607 0.137
C4 0.893 -0.706 -0.149
C5 1.297 0.427 0.456
N1 1.403 1.677 -0.352
H1 -1.973 0.099 1.396
H2 -1.617 -0.179 3.063
H3 -2.726 -1.334 2.240
H4 -0.891 -2.495 2.164
H5 0.223 -1.062 2.092
H6 -0.997 -1.092 -0.513
H7 -0.135 -2.660 -0.131
H8 1.226 -0.790 -1.195
H9 1.747 0.669 1.418
H10 1.042 2.543 0.045
H11 0.862 1.539 -1.230
H12 2.359 1.877 -0.694
H13 0.465 1.180 -4.462
H14 -0.420 2.461 -4.260
O1 -0.016 1.720 -3.814

Spin multiplicity: 1
E_LUMO in Eh: -0.1450
Charge: +1
Energy relative to the best compared isomer or geometry (same formula, charge and spin) in kcal per mole: 77.2

These are the Mulliken partial charges, in e, on atoms 1 to 6: C -1.12; C -0.36; C -0.49; C -0.55; C -0.23; N -0.32

(6)
A single C5H6O2 molecule. Source: the OMol25 dataset; level of theory: the ωB97M-V functional and the def2-TZVPD basis.

Element x y z (Å)
C1 -1.608 -1.004 0.257
C2 -0.293 -0.391 0.513
O1 1.600 -1.058 -0.776
C3 2.141 0.010 -0.571
O2 1.603 1.036 0.042
C4 0.052 0.896 0.125
C5 -0.820 1.888 -0.177
H1 -2.200 -0.369 -0.393
H2 -2.133 -1.169 1.203
H3 -1.467 -1.993 -0.182
H4 0.360 -0.942 1.171
H5 3.151 0.209 -0.902
H6 -0.387 2.887 -0.310

Spin multiplicity: 1
E_LUMO in Eh: -0.0365
Energy relative to the best compared isomer or geometry (same formula, charge and spin) in kcal per mole: 102.0

These are the Mulliken partial charges, in e, on atoms 1 to 6: C -1.11; C 0.12; O -0.51; C 0.19; O -0.34; C 0.44

(7)
A molecular structure, C16H44CrN4O4. Source: the OMol25 dataset; level of theory: the ωB97M-V functional and the def2-TZVPD basis.

Element x y z (Å)
Cr1 0.246 -0.551 0.640
C1 3.890 -2.464 1.608
C2 2.426 -1.981 1.606
C3 2.170 -0.861 2.608
O1 0.823 -0.477 2.519
C4 0.528 0.349 3.671
N1 2.119 -1.437 0.318
H1 4.079 -3.213 0.843
H2 4.083 -2.879 2.557
H3 4.688 -1.703 1.421
H4 1.712 -2.837 1.716
H5 2.780 0.052 2.407
H6 2.498 -1.206 3.591
H7 1.128 1.260 3.866
H8 0.719 -0.201 4.562
H9 -0.511 0.742 3.564
H10 2.383 -2.218 -0.274
H11 2.888 -0.754 0.180
C5 -3.584 -0.976 0.466
C6 -2.702 0.165 0.102
C7 -3.292 1.566 0.154
O2 -2.282 2.452 -0.250
C8 -2.909 3.723 -0.321
N2 -1.533 0.285 0.963
H12 -4.481 -0.924 -0.128
H13 -4.029 -0.894 1.445
H14 -3.116 -1.932 0.359
H15 -2.322 -0.010 -0.916
H16 -3.681 1.738 1.191
H17 -4.155 1.527 -0.548
H18 -3.809 3.911 -0.923
H19 -2.281 4.463 -0.876
H20 -3.075 4.101 0.688
H21 -2.002 0.369 1.901
H22 -1.453 1.286 0.676
C9 3.201 1.223 -0.662
C10 2.082 2.230 -0.340
C11 1.663 3.141 -1.534
O3 0.924 2.382 -2.442
C12 -0.091 3.089 -3.050
N3 0.897 1.475 0.070
H23 4.103 1.685 -1.139
H24 2.793 0.480 -1.278
H25 3.597 0.779 0.211
H26 2.255 2.983 0.408
H27 2.535 3.441 -2.095
H28 1.217 4.098 -1.286
H29 0.216 3.920 -3.586
H30 -0.940 3.365 -2.419
H31 -0.403 2.460 -3.860
H32 0.508 1.577 -0.873
H33 0.392 2.216 0.560
C13 -1.739 -4.191 -0.543
C14 -0.640 -3.137 -0.477
C15 -0.859 -2.203 -1.594
O4 -0.017 -1.054 -1.320
C16 0.276 -0.343 -2.458
N4 -0.743 -2.401 0.765
H34 -1.553 -4.818 -1.431
H35 -2.738 -3.826 -0.763
H36 -1.727 -4.804 0.342
H37 0.343 -3.541 -0.576
H38 -1.842 -1.818 -1.781
H39 -0.639 -2.700 -2.537
H40 0.337 -1.012 -3.340
H41 1.220 0.153 -2.334
H42 -0.516 0.323 -2.662
H43 -1.676 -2.592 1.131
H44 -0.381 -3.049 1.506

Spin multiplicity: 5
E_LUMO (alpha / beta) in Eh: -0.1722 / -0.1735
Charge: +2
Energy relative to the best compared isomer or geometry (same formula, charge and spin) in kcal per mole: 3.1
<S²>: 6.008

These are the Mulliken partial charges, in e, on atoms 1 to 6: Cr -0.31; C -1.48; C 0.22; C -0.70; O 0.21; C -0.98

(8)
A molecular structure, C3H2O2Zn. Source: the OMol25 dataset; level of theory: the ωB97M-V functional and the def2-TZVPD basis.

Element x y z (Å)
O1 -1.255 -1.027 0.066
C1 -1.508 0.378 0.707
C2 -1.474 0.394 -0.556
H1 -1.504 0.680 1.745
H2 -1.410 0.719 -1.585
C3 1.317 -1.285 -0.095
O2 2.247 -0.604 -0.133
Zn1 3.587 0.745 -0.148

Spin multiplicity: 1
E_LUMO (alpha / beta) in Eh: -0.3939 / -0.4539
Charge: +2
Energy relative to the best compared isomer or geometry (same formula, charge and spin) in kcal per mole: 76.5

These are the Mulliken partial charges, in e, on atoms 1 to 6: O -0.03; C 0.16; C 0.03; H 0.40; H 0.39; C 0.26

(9)
A molecular structure, C22H19FN7O4Rh. Source: the OMol25 dataset; level of theory: the ωB97M-V functional and the def2-TZVPD basis.

Element x y z (Å)
Rh1 -0.287 -0.282 0.244
C1 -2.557 1.195 -0.680
N1 -1.114 1.451 -0.379
C2 -0.889 2.421 0.743
C3 0.517 2.198 1.236
N2 1.067 1.000 1.078
C4 2.353 1.061 1.612
C5 3.357 0.103 1.702
C6 4.544 0.504 2.278
C7 4.734 1.816 2.746
C8 3.744 2.772 2.657
C9 2.549 2.360 2.081
N3 1.363 3.052 1.812
C10 -2.673 -0.223 -1.178
N4 -1.642 -1.052 -1.054
C11 -2.061 -2.301 -1.521
C12 -1.389 -3.515 -1.615
C13 -2.095 -4.569 -2.157
C14 -3.420 -4.423 -2.601
C15 -4.088 -3.218 -2.521
C16 -3.374 -2.163 -1.967
N5 -3.723 -0.827 -1.733
H1 -2.940 1.930 -1.389
H2 -3.116 1.294 0.250
H3 -0.628 1.766 -1.219
H4 -1.582 2.146 1.541
H5 -1.099 3.446 0.436
H6 3.215 -0.908 1.345
H7 5.354 -0.206 2.372
H8 5.685 2.082 3.185
H9 3.897 3.782 3.011
H10 1.172 4.014 2.047
H11 -0.367 -3.629 -1.282
H12 -1.616 -5.534 -2.252
H13 -3.929 -5.280 -3.021
H14 -5.103 -3.107 -2.876
H15 -4.608 -0.398 -1.956
F1 1.467 -5.311 5.498
C17 1.143 -4.062 5.209
C18 0.033 -3.766 4.536
N6 -0.299 -2.443 4.263
C19 -1.457 -2.062 3.495
C20 -0.997 -1.509 2.176
O1 -1.543 -0.425 1.694
O2 -0.056 -1.969 1.495
C21 0.547 -1.392 4.565
O3 0.305 -0.266 4.156
N7 1.650 -1.728 5.291
C22 2.075 -3.019 5.662
O4 3.099 -3.196 6.256
H16 -0.656 -4.529 4.202
H17 -1.996 -1.257 3.993
H18 -2.126 -2.911 3.360
H19 2.262 -0.968 5.558

Spin multiplicity: 1
E_LUMO in Eh: -0.2941
Charge: +2
Energy relative to the best compared isomer or geometry (same formula, charge and spin) in kcal per mole: 4.4

These are the Mulliken partial charges, in e, on atoms 1 to 6: Rh 0.33; C -0.76; N -0.32; C -0.54; C -0.21; N 0.26

(10)
A molecular structure, H10NaO6. Source: the OMol25 dataset; level of theory: the ωB97M-V functional and the def2-TZVPD basis.

Element x y z (Å)
Na1 -13.911 9.613 -4.019
O1 -14.286 10.337 -6.269
H1 -14.866 9.798 -5.697
O2 -16.403 9.622 -3.997
H2 -17.329 9.514 -4.290
O3 -11.461 9.239 -3.887
H3 -10.766 8.714 -3.489
H4 -11.038 9.677 -4.625
O4 -13.266 10.104 -0.509
H5 -12.897 10.299 -1.371
H6 -13.350 10.959 -0.086
O5 -13.795 11.851 -2.718
H7 -14.371 11.998 -1.967
H8 -13.929 12.616 -3.276
O6 -14.141 7.324 -5.321
H9 -14.953 7.373 -5.827
H10 -13.448 7.312 -5.981

Spin multiplicity: 1
E_LUMO in Eh: 0.0795
Charge: -1
Energy relative to the best compared isomer or geometry (same formula, charge and spin) in kcal per mole: 61.6

These are the Mulliken partial charges, in e, on atoms 1 to 6: Na 0.62; O -1.10; H 0.31; O -0.99; H 0.07; O -0.55

(11)
A single CH2N4 molecule. Source: the OMol25 dataset; level of theory: the ωB97M-V functional and the def2-TZVPD basis.

Element x y z (Å)
C1 0.326 0.649 -0.082
H1 1.177 1.418 0.317
H2 1.417 -1.097 -0.126
N1 -0.953 1.007 -0.037
N2 -1.664 -0.197 -0.046
N3 -0.783 -1.148 0.030
N4 0.480 -0.632 -0.056

Spin multiplicity: 1
E_LUMO in Eh: 0.0202
Energy relative to the best compared isomer or geometry (same formula, charge and spin) in kcal per mole: 57.4
SMILES: c1nnn[nH]1

These are the Mulliken partial charges, in e, on atoms 1 to 6: C 0.03; H 0.25; H 0.28; N -0.28; N -0.11; N -0.23

(12)
13 unconnected molecules or ions with the total composition C6H34N2O12. Source: the OMol25 dataset; level of theory: the ωB97M-V functional and the def2-TZVPD basis.

Element x y z (Å)
C1 2.285 -0.179 -3.628
C2 1.283 0.601 -2.800
C3 0.970 0.032 -1.390
C4 1.857 -0.036 -0.360
N1 1.098 -0.489 0.789
C5 -0.211 -0.565 0.378
C6 -0.355 -0.190 -1.001
N2 1.860 -1.557 -3.828
H1 2.280 0.387 -4.564
H2 3.358 -0.213 -3.199
H3 0.405 0.760 -3.466
H4 1.601 1.586 -2.468
H5 2.822 0.371 -0.486
H6 1.237 -0.387 1.798
H7 -0.824 -0.792 1.207
H8 -1.188 -0.315 -1.624
H9 0.933 -1.581 -4.271
H10 1.756 -2.076 -2.937
H11 -4.124 -0.119 3.290
H12 -2.650 0.113 2.831
O1 -3.539 -0.019 2.458
H13 -3.296 1.217 0.957
H14 -2.275 0.146 0.526
O2 -2.446 1.072 0.468
H15 0.693 3.753 3.404
H16 0.654 3.483 1.779
O3 0.968 3.224 2.669
H17 3.209 -2.016 1.259
H18 4.046 -1.668 2.348
O4 3.680 -1.218 1.569
H19 -0.544 0.481 3.645
H20 0.567 -0.492 3.785
O5 -0.234 -0.344 3.271
H21 -1.269 3.246 -0.029
H22 -2.012 2.685 1.116
O6 -1.755 3.533 0.755
H23 -0.585 -1.985 -2.986
H24 -1.847 -1.285 -3.294
O7 -1.278 -1.973 -3.660
H25 3.324 0.041 3.236
H26 2.429 1.252 3.467
O8 2.464 0.297 3.584
H27 -1.392 2.344 -3.253
H28 -2.772 2.132 -3.420
O9 -1.974 1.960 -3.942
H29 1.485 -3.900 1.661
H30 1.336 -3.414 0.160
O10 1.923 -3.788 0.825
H31 -4.976 1.254 -0.987
H32 -3.321 1.096 -0.913
O11 -4.164 0.967 -1.379
H33 -0.155 -2.281 2.893
H34 -0.874 -2.282 1.530
O12 -0.463 -2.872 2.225

Spin multiplicity: 1
E_LUMO in Eh: -0.0145
Energy relative to the best compared isomer or geometry (same formula, charge and spin) in kcal per mole: 26.2

These are the Mulliken partial charges, in e, on atoms 1 to 6: C -0.71; C -0.74; C 0.49; C -1.17; N 0.98; C -1.39

Number 6 is which compound? C5H6O2

What did the third record say?
A molecular structure, C2HBr3Cl2. Source: the OMol25 dataset; level of theory: the ωB97M-V functional and the def2-TZVPD basis.

Element x y z (Å)
C1 -0.640 -0.141 -0.160
C2 -0.001 -2.692 -0.141
Cl1 -1.984 -0.180 0.881
Cl2 -1.159 -0.052 -1.798
Br1 -0.610 -3.233 -1.837
Br2 1.856 -2.704 -0.049
Br3 -0.955 -3.363 1.326
H1 0.153 0.462 0.015

Spin multiplicity: 1
E_LUMO (alpha / beta) in Eh: -0.0254 / -0.0374
Energy relative to the best compared isomer or geometry (same formula, charge and spin) in kcal per mole: 47.9

These are the Mulliken partial charges, in e, on atoms 1 to 6: C -0.11; C -0.18; Cl -0.09; Cl -0.11; Br 0.04; Br 0.02